63
Properties=species:S:1:pos:R:3 method="wB97M-V/def2-TZVPD" homo_lumo_gap_ev="4.659 / 5.111" total_charge=+3 fmax_ev_per_a=0.6 energy_ha=-4873.292827
Sn -0.30 -0.02 0.14
C -6.42 1.25 5.26
C -5.04 1.12 4.69
C -4.83 0.46 3.47
C -3.56 0.35 2.94
C -2.49 0.89 3.65
C -2.67 1.53 4.88
C -3.94 1.63 5.39
S -0.90 0.77 3.01
O -0.71 -0.53 2.34
O 0.09 1.22 3.93
N -0.84 1.68 1.59
C -0.45 2.94 1.48
C -0.47 3.90 2.55
C -0.14 5.20 2.28
C 0.21 5.54 0.97
C 0.22 4.53 -0.03
N -0.08 3.28 0.20
H -7.19 0.95 4.55
H -6.61 2.28 5.58
H -6.52 0.62 6.15
H -5.67 0.04 2.95
H -3.40 -0.17 2.01
H -1.81 1.91 5.43
H -4.10 2.11 6.35
H -0.82 3.59 3.53
H -0.15 5.95 3.06
H 0.51 6.54 0.72
H 0.54 4.77 -1.04
C 5.74 0.32 -1.48
As 5.07 -0.09 0.26
C 5.44 -1.93 0.68
C 5.91 1.04 1.55
S 2.90 0.30 0.35
H 6.81 0.10 -1.49
H 5.57 1.38 -1.69
H 5.23 -0.29 -2.23
H 6.52 -2.06 0.60
H 4.94 -2.57 -0.04
H 5.11 -2.15 1.69
H 6.98 0.82 1.51
H 5.53 0.83 2.55
H 5.75 2.09 1.29
C -2.68 -6.57 -2.39
C -2.98 -5.16 -2.02
C -3.16 -4.18 -3.01
C -3.40 -2.86 -2.68
C -3.48 -2.51 -1.33
C -3.36 -3.47 -0.33
C -3.12 -4.79 -0.68
S -3.68 -0.87 -0.74
C -4.10 0.06 -2.20
O -2.24 -0.35 -0.42
H -2.30 -6.66 -3.41
H -3.58 -7.18 -2.32
H -1.95 -7.01 -1.70
H -3.11 -4.46 -4.05
H -3.54 -2.14 -3.47
H -3.47 -3.20 0.71
H -3.05 -5.54 0.09
H -3.26 0.04 -2.90
H -4.31 1.07 -1.88
H -5.00 -0.38 -2.64

33
Properties=species:S:1:pos:R:3 method="wB97M-V/def2-TZVPD" homo_lumo_gap_ev=9.253 total_charge=0 e_above_lowest_kj_mol=782.7 smiles=O.O.O.O.O.O.O.O.O.O.O fmax_ev_per_a=6.7 energy_ha=-840.582030
O 0.04 -1.32 0.14
H -0.48 -1.57 -0.62
H -0.53 -1.32 0.82
O 2.88 0.02 0.21
H 3.28 -0.31 1.05
H 2.55 0.84 0.31
O 2.46 -4.33 1.83
H 3.31 -4.41 2.23
H 2.58 -4.45 0.95
O -1.97 -0.70 1.57
H -2.48 -0.30 2.23
H -1.90 -0.09 0.81
O -0.48 0.47 -2.86
H -0.57 -0.51 -2.59
H -1.30 0.71 -3.29
O 1.68 -3.73 -1.63
H 2.45 -3.95 -2.23
H 1.52 -2.90 -2.02
O -2.04 2.51 3.42
H -1.15 2.25 3.20
H -1.99 3.35 3.96
O -0.19 0.67 -1.03
H 0.10 0.50 -0.08
H -1.03 0.28 -1.23
O -2.87 1.67 -0.52
H -2.48 0.93 -0.98
H -3.79 1.72 -0.81
O 1.11 2.34 -1.35
H 1.00 1.52 -1.84
H 1.87 2.04 -0.71
O -0.91 2.61 0.50
H -0.65 2.87 -0.36
H 0.00 2.58 0.91

50
Properties=species:S:1:pos:R:3 method="wB97M-V/def2-TZVPD" homo_lumo_gap_ev=8.553 total_charge=0 e_above_lowest_kj_mol=256.9 smiles="CC#CC[C@H](NC(=O)c1ncn2ccccc12)C(=O)N[C@H](CO)CCC" fmax_ev_per_a=0.1 energy_ha=-1183.164731
C -2.28 1.03 5.93
C -2.55 0.55 4.58
C -2.77 0.16 3.47
C -2.98 -0.32 2.10
C -1.73 -1.02 1.54
N -0.59 -0.14 1.63
C 0.64 -0.51 1.20
O 0.83 -1.56 0.59
C 1.71 0.44 1.49
N 1.52 1.59 2.20
C 2.68 2.19 2.25
N 3.65 1.47 1.59
C 4.98 1.74 1.40
C 5.73 0.86 0.70
C 5.13 -0.33 0.16
C 3.82 -0.59 0.35
C 3.03 0.33 1.09
C -2.06 -1.48 0.12
O -2.68 -2.51 -0.05
N -1.70 -0.65 -0.88
C -1.72 -1.07 -2.28
C -0.61 -2.09 -2.52
O 0.68 -1.54 -2.27
C -1.61 0.17 -3.16
C -1.69 -0.11 -4.65
C -1.72 1.17 -5.47
H -1.70 0.30 6.50
H -1.71 1.97 5.91
H -3.21 1.22 6.47
H -3.80 -1.03 2.07
H -3.24 0.52 1.45
H -1.55 -1.94 2.10
H -0.64 0.67 2.23
H 2.90 3.13 2.74
H 5.36 2.65 1.83
H 6.78 1.07 0.54
H 5.75 -1.01 -0.41
H 3.34 -1.47 -0.04
H -1.06 0.10 -0.65
H -2.68 -1.57 -2.45
H -0.79 -2.97 -1.89
H -0.63 -2.42 -3.56
H 0.83 -1.59 -1.31
H -2.41 0.86 -2.87
H -0.66 0.67 -2.94
H -0.83 -0.72 -4.96
H -2.58 -0.71 -4.86
H -1.77 0.96 -6.54
H -2.59 1.78 -5.21
H -0.83 1.77 -5.28

16
Properties=species:S:1:pos:R:3 method="wB97M-V/def2-TZVPD" homo_lumo_gap_ev=6.951 total_charge=0 e_above_lowest_kj_mol=226.1 fmax_ev_per_a=4.0 energy_ha=-2588.144811
O 1.79 4.15 -0.07
Sc 0.72 2.76 -1.00
N 2.80 1.37 -1.43
S 3.66 3.67 -0.23
O 4.55 4.85 -0.40
C 3.93 3.15 1.56
F 4.93 2.27 1.62
F 2.84 2.59 2.05
F 4.24 4.21 2.29
S 1.81 0.30 -1.87
O 0.38 0.79 -1.67
O 2.00 -1.08 -1.41
C 1.88 0.12 -3.73
F 1.51 1.25 -4.33
F 3.12 -0.16 -4.11
F 1.08 -0.86 -4.14